C23H34LiN4OV | the ωB97M-V functional and the def2-TZVPD basis

Cartesian coordinates (Å):
N 1.52991 -0.86917 0.10314
C 2.78721 -0.81097 0.30273
O 3.95088 -0.74869 0.48942
Li -1.98152 -1.56409 1.60661
V -0.21149 -0.10969 -0.17871
N -1.68019 -1.44660 0.07656
N -0.04095 0.58027 -1.87101
C -1.46904 -2.92498 0.06747
C 0.95206 0.45264 -2.95689
C -2.73928 -3.62775 0.56448
C -1.13075 -3.42120 -1.33072
C -0.33959 -3.24816 1.04277
C 2.12332 1.38847 -2.65852
C 0.34680 0.80456 -4.31865
C 1.45700 -0.98327 -3.02788
H -3.07160 -3.25339 1.55427
H -2.52413 -4.69889 0.67889
H -3.56338 -3.53584 -0.15432
H -1.96465 -3.24439 -2.01825
H -0.93827 -4.50323 -1.29971
H -0.23794 -2.91830 -1.72313
H 0.61154 -2.80364 0.71862
H -0.22167 -4.34071 1.07898
H -0.56261 -2.90363 2.07644
H 1.79898 2.43583 -2.68756
H 2.91277 1.24427 -3.40815
H 2.54396 1.18751 -1.66319
H 0.04831 1.85712 -4.38215
H -0.52388 0.17146 -4.53081
H 1.09641 0.62296 -5.09897
H 2.17688 -1.05935 -3.85385
H 0.63267 -1.67794 -3.23178
H 1.96903 -1.29175 -2.11347
C -2.77735 -0.99169 -0.77625
H -2.68872 0.08402 -0.95155
H -2.81794 -1.49163 -1.75499
H -3.75253 -1.15315 -0.29062
C -0.95095 1.72673 -1.94818
H -1.35339 1.96089 -0.95047
H -0.43682 2.63023 -2.31346
H -1.80688 1.53697 -2.61885
C -1.46955 0.06321 5.00800
C -2.19293 -0.26726 3.85231
C -1.84268 0.32064 2.62631
C -0.62188 1.04862 2.52017
C 0.01817 1.47026 3.69933
C -0.39433 0.95516 4.93273
N -0.04928 1.22499 1.25443
C 1.05117 2.12663 1.09632
C 0.91996 3.26246 0.27350
C 2.04074 4.03844 -0.01540
C 3.28829 3.70034 0.52232
C 3.40734 2.60981 1.38794
C 2.28935 1.84213 1.69531
H -1.76267 -0.35096 5.97499
H -3.05402 -0.94335 3.90514
H -2.52439 0.28566 1.75191
H 0.85704 2.16370 3.65675
H 0.13531 1.26177 5.83559
H -0.07086 3.53084 -0.10340
H 1.94003 4.91194 -0.66298
H 4.16887 4.29646 0.27448
H 4.37152 2.34935 1.82988
H 2.34257 1.03729 2.43606

For the strongest force on any atom, the calculation gives 6.09 eV Å⁻¹. Its charge is +2. As for the total energy: -58287.510 eV.

Partial atomic charges computed with the Löwdin method, in multiples of e: N 0.022; C -0.305; O 0.223; Li 0.556; V 1.081; N -0.318; N -0.126; C -0.668; C -0.618; C -0.021; C -0.007; C -0.038; C -0.011; C -0.023; C -0.039; H 0.092; H 0.119; H 0.106; H 0.091; H 0.118; H 0.074; H 0.059; H 0.119; H 0.094; H 0.087; H 0.113; H 0.077; H 0.091; H 0.102; H 0.110; H 0.110; H 0.083; H 0.055; C -0.107; H 0.066; H 0.104; H 0.110; C -0.109; H 0.071; H 0.107; H 0.115; C -0.035; C -0.074; C -0.102; C -0.244; C 0.020; C -0.012; N -0.029; C -0.293; C -0.026; C -0.052; C -0.040; C -0.041; C -0.067; H 0.128; H 0.123; H 0.109; H 0.124; H 0.131; H 0.112; H 0.124; H 0.124; H 0.128; H 0.126